{"formula": "C13H22O", "method": "ωB97M-V/def2-TZVPD", "symbols": ["O", "C", "C", "C", "C", "C", "C", "C", "C", "C", "C", "C", "C", "C", "H", "H", "H", "H", "H", "H", "H", "H", "H", "H", "H", "H", "H", "H", "H", "H", "H", "H", "H", "H", "H", "H"], "positions_angstrom": [[3.61, -0.95, 0.76], [0.88, 0.55, -0.61], [2.13, 0.61, 0.04], [2.52, 0.52, 2.44], [-2.30, 0.83, 0.67], [-2.63, -1.37, -0.25], [0.66, 1.31, -1.95], [-0.78, 1.53, -2.35], [0.00, -1.09, 1.10], [1.48, -1.46, 1.35], [-1.87, 0.50, -1.87], [-0.22, -0.53, -0.25], [2.41, -0.31, 1.14], [-1.68, -0.13, -0.44], [3.41, -1.57, 0.04], [2.81, 1.38, -0.46], [1.71, 1.37, 2.47], [2.34, -0.10, 3.34], [3.62, 0.94, 2.45], [-2.33, 0.44, 1.69], [-3.37, 0.95, 0.54], [-1.85, 1.81, 0.65], [-3.60, -1.08, -0.53], [-2.28, -2.06, -0.98], [-2.65, -1.90, 0.71], [1.33, 2.15, -2.05], [1.01, 0.66, -2.75], [-1.07, 1.66, -3.48], [-1.12, 2.44, -1.87], [-0.16, -0.27, 1.80], [-0.57, -1.99, 1.23], [1.64, -1.95, 2.32], [1.62, -2.29, 0.59], [-2.85, 0.95, -1.89], [-1.89, -0.20, -2.68], [0.04, -1.37, -0.94]], "lowdin_charge": [-0.0266, -0.0780, 0.0081, -0.0139, -0.0440, -0.0549, -0.1588, -0.1904, -0.1625, -0.1281, -0.1335, -0.2475, -0.6340, -0.4413, 0.1019, 0.1482, 0.1171, 0.0706, 0.1228, 0.0733, 0.0725, 0.0760, 0.0585, 0.0736, 0.0896, 0.1021, 0.1087, 0.1435, 0.0864, 0.1198, 0.1122, 0.1278, 0.1361, 0.1054, 0.0939, 0.1652], "relative_energy_ev": 1.8038, "multiplicity": 1, "energy_ev": -15883.34761, "orbital_gap_ev": 9.31, "smiles": "CC1(C)CCCC2=C[C@](C)(O)CC[C@H]21", "lumo_ev": 0.727}